Entry 1:
C2H8N2O4 | the ωB97M-V functional and the def2-TZVPD basis

Structure (XYZ):
```
16
Properties=species:S:1:pos:R:3
N -1.665 1.147 -1.355
C -0.739 0.363 -0.734
O 0.219 -0.081 -1.324
N -1.037 -0.056 0.605
C -1.555 0.838 1.539
O -2.254 1.774 1.242
H -2.377 1.590 -0.795
H -1.369 1.488 -2.260
H -0.203 -0.617 0.835
H -1.346 0.556 2.573
O 0.776 -2.325 1.247
H 1.185 -3.121 0.951
H 1.322 -2.142 2.037
O 3.007 0.386 -1.201
H 2.235 -0.010 -1.636
H 3.801 0.211 -1.725
```

## Properties
strongest force on any atom: 1.86 eV Å⁻¹
highest occupied orbital energy: -10.230 eV
structure (SMILES): NC(=O)NC=O.O.O
gap between HOMO and LUMO: 10.7 eV
total charge: 0
E_LUMO: 0.48 eV

Entry 2:
C2H8N2S2 | the ωB97M-V functional and the def2-TZVPD basis

Structure (XYZ):
```
14
Properties=species:S:1:pos:R:3
N 0.214 0.004 -1.452
N 0.151 0.732 -0.410
C 1.108 1.274 0.249
S 0.631 2.360 1.496
S 2.800 0.956 0.071
H 1.001 0.133 -2.096
H -0.713 0.007 -1.987
H -0.746 2.047 1.541
H 3.090 2.049 0.826
C -1.528 -1.893 0.364
H -1.766 -2.085 -0.715
H -0.688 -2.506 0.577
H -2.306 -2.208 1.104
H -1.247 -0.869 0.432
```

## Properties
strongest force on any atom: 5.34 eV Å⁻¹
highest occupied orbital energy: -7.880 eV
structure (SMILES): NN=C(S)S.C
gap between HOMO and LUMO: 8.5 eV
total charge: 0
E_LUMO: 0.62 eV

Entry 3:
C2H8N2S2 | the ωB97M-V functional and the def2-TZVPD basis

Structure (XYZ):
```
14
Properties=species:S:1:pos:R:3
H -0.998 2.536 1.260
N -1.281 1.665 0.832
C -2.095 0.985 1.592
N -2.505 -0.301 1.460
H -2.423 1.522 2.486
H -1.861 -0.953 1.041
H -3.414 -0.595 1.810
C 1.656 -0.326 0.901
S 1.983 -0.330 -0.882
S 0.106 -0.592 -1.677
H 0.624 0.065 1.149
H 1.729 -1.342 1.257
H 2.386 0.312 1.411
H -0.333 -0.295 -0.474
```

## Properties
strongest force on any atom: 3.14 eV Å⁻¹
highest occupied orbital energy: -7.675 eV
structure (SMILES): [H]/N=C/N.CSS
gap between HOMO and LUMO: 8.4 eV
total charge: 0
E_LUMO: 0.71 eV

Entry 4:
C2H8N2Si | the ωB97M-V functional and the def2-TZVPD basis

Structure (XYZ):
```
13
Properties=species:S:1:pos:R:3
C -2.908 -0.198 0.056
C 0.599 0.563 -0.126
N -1.763 0.357 0.170
N -0.586 -0.275 0.075
Si 2.438 -0.093 0.127
H -3.052 -1.254 -0.185
H -3.765 0.420 0.222
H 0.558 1.007 -1.135
H 0.472 1.396 0.570
H 3.289 1.089 0.031
H -0.566 -1.211 -0.327
H 2.771 -1.065 -0.917
H 2.513 -0.735 1.438
```

## Properties
strongest force on any atom: 10.37 eV Å⁻¹
highest occupied orbital energy (spin up / spin down): -4.833 / -9.189 eV
2S+1: 3
⟨S²⟩: 2.007
gap between HOMO and LUMO (spin up / spin down): 5.7 / 7.8 eV
total charge: 0
E_LUMO (spin up / spin down): 0.90 / -1.40 eV

Entry 5:
C2H8N3 | the ωB97M-V functional and the def2-TZVPD basis

Structure (XYZ):
```
13
Properties=species:S:1:pos:R:3
C -0.356 0.893 0.848
C 0.376 0.008 -0.069
N -0.882 -0.426 0.374
N -1.834 -0.658 -0.584
N 1.733 -0.609 0.040
H -0.093 0.967 1.971
H -0.718 1.873 0.286
H 0.134 0.831 -1.591
H -2.897 -0.743 -0.414
H -1.650 0.037 -1.257
H 1.640 -1.675 0.258
H 2.255 -0.175 0.901
H 2.292 -0.323 -0.763
```

## Properties
strongest force on any atom: 4.76 eV Å⁻¹
highest occupied orbital energy: -13.555 eV
gap between HOMO and LUMO: 9.3 eV
total charge: +1
E_LUMO: -4.28 eV

Entry 6:
C2H8N3 | the ωB97M-V functional and the def2-TZVPD basis

Structure (XYZ):
```
13
Properties=species:S:1:pos:R:3
C 0.813 0.442 -1.402
C -0.063 -0.531 0.618
N -0.332 0.335 2.810
N -0.045 0.004 1.688
N 0.860 -0.672 -0.454
H 1.770 0.632 -1.992
H 0.094 0.380 -2.267
H 0.341 1.360 -0.845
H -2.888 -0.470 0.300
H -2.278 -0.413 -0.260
H -0.812 1.200 2.783
H 1.739 -0.693 -0.045
H 0.801 -1.575 -0.934
```

## Properties
strongest force on any atom: 4.67 eV Å⁻¹
highest occupied orbital energy: -14.025 eV
gap between HOMO and LUMO: 9.4 eV
total charge: +1
E_LUMO: -4.58 eV

Entry 7:
C2H8N3 | the ωB97M-V functional and the def2-TZVPD basis

Structure (XYZ):
```
13
Properties=species:S:1:pos:R:3
C 1.368 0.537 0.128
C -2.641 -0.444 -0.197
N 2.697 0.387 0.072
N -1.752 -0.118 0.638
N 0.528 -0.217 -0.503
H 0.822 1.160 0.928
H -2.343 -0.501 -1.199
H -3.586 -0.621 0.132
H 3.349 1.142 0.331
H 3.053 0.013 -0.793
H -2.104 -0.058 1.525
H 1.066 -0.991 -0.955
H -0.456 -0.289 -0.107
```

## Properties
strongest force on any atom: 3.51 eV Å⁻¹
highest occupied orbital energy: -15.275 eV
gap between HOMO and LUMO: 11.9 eV
total charge: +1
E_LUMO: -3.41 eV

Entry 8:
C2H8N3 | the ωB97M-V functional and the def2-TZVPD basis

Structure (XYZ):
```
13
Properties=species:S:1:pos:R:3
C 0.066 -0.944 0.512
C 0.027 -1.753 -0.676
N -0.173 2.248 0.105
N 0.038 -0.966 1.712
N 0.084 0.856 -0.373
H -0.863 -1.503 -1.168
H 0.066 -2.839 -0.443
H 0.906 -1.302 -1.323
H 0.484 2.616 0.693
H -1.147 2.230 0.523
H 0.365 -0.113 2.326
H -0.698 0.658 -0.945
H 0.845 0.813 -0.943
```

## Properties
strongest force on any atom: 5.20 eV Å⁻¹
highest occupied orbital energy: -14.338 eV
gap between HOMO and LUMO: 10.3 eV
total charge: +1
E_LUMO: -4.05 eV

Which value of strongest force on any atom does entry 8 give?
5.20 eV Å⁻¹